Record 1
Here is C25H41CoN4OS2Si2Te as an isolated structure from the OMol25 dataset. Energies are from ωB97M-V/def2-TZVPD.

Properties
2S+1 = 6
frontier orbital gap (alpha / beta) = 4.0061 / 4.3615 eV
total charge = +1
calculated total energy = -4297.3579 a.u.
expectation value of S² = 8.79

```
77
Properties=species:S:1:pos:R:3:lowdin_spin:R:1
Te -1.150 1.463 0.195 0.6736
Co 0.278 -1.419 -0.465 2.6923
S -0.284 -3.744 -0.868 0.0685
S 1.685 -0.365 3.581 0.1050
Si -4.109 0.592 1.507 0.0248
Si -0.702 4.799 0.012 0.0243
O -0.140 -0.378 -2.201 0.0503
N 2.256 -1.252 -0.290 0.2041
N 2.126 -4.771 -0.503 0.0045
N 0.281 -0.643 -3.426 0.0031
N 1.073 -3.900 1.395 0.0145
C 4.563 -1.142 -0.954 0.0906
C 0.165 -1.004 1.524 0.1766
C -1.531 6.366 -0.558 0.0047
C 0.959 4.567 -0.808 0.0047
C -3.780 -1.142 0.899 0.0092
C 1.151 -1.089 -5.991 0.0035
C 1.028 0.210 -5.507 0.0000
C 2.091 -4.080 2.424 0.0023
C 1.505 -0.690 1.883 0.0839
C 3.955 -0.611 1.313 0.0257
C 3.440 -5.128 0.012 0.0009
C -5.025 1.557 0.196 0.0032
C 0.825 -2.148 -5.161 -0.0004
C 2.591 -0.830 0.994 0.1621
C -2.440 1.485 1.819 0.0822
C -0.531 4.766 1.870 0.0065
C 0.007 -0.695 3.859 0.1376
C 0.390 -1.909 -3.873 0.0042
C 0.592 0.410 -4.220 0.0044
C 1.110 -4.170 0.106 0.0127
C 4.928 -0.770 0.374 0.0849
C -1.795 3.338 -0.541 0.1060
C -0.633 -1.023 2.701 0.0161
C 3.238 -1.350 -1.207 0.0333
C -5.026 0.599 3.124 0.0042
H -5.993 1.087 0.010 0.0001
H -4.498 1.578 -0.760 0.0020
H 1.603 -3.891 3.377 0.0001
H 3.906 -4.279 0.512 0.0003
H -5.996 0.113 3.017 0.0010
H 5.295 -1.254 -1.738 0.0058
H 0.896 -3.173 -5.492 -0.0001
H -3.119 -1.175 0.028 0.0087
H 1.269 1.073 -6.108 0.0000
H -1.678 -1.307 2.716 -0.0023
H 1.419 3.610 -0.552 0.0047
H -4.472 0.062 3.894 0.0001
H 2.911 -1.640 -2.202 0.0004
H -0.088 3.846 2.257 0.0053
H 0.115 -2.674 -3.159 0.0009
H -3.342 -1.790 1.658 0.0003
H -0.932 7.237 -0.288 0.0011
H 1.495 -1.265 -6.999 0.0002
H -1.665 6.381 -1.639 0.0002
H 0.126 5.581 2.180 -0.0001
H 0.877 4.624 -1.894 0.0002
H -4.726 -1.592 0.592 0.0000
H 5.965 -0.599 0.627 0.0043
H -2.511 6.485 -0.095 0.0002
H 2.470 -5.100 2.427 0.0005
H 2.903 -3.360 2.307 0.0010
H -2.608 2.539 2.042 0.0046
H 1.936 -4.985 -1.467 0.0011
H -1.748 3.261 -1.629 0.0066
H 1.657 5.344 -0.492 0.0000
H 0.476 1.373 -3.749 0.0002
H -1.486 4.916 2.375 0.0005
H 4.057 -5.384 -0.846 0.0002
H -1.894 1.012 2.634 0.0073
H 0.318 -3.263 1.642 0.0050
H -5.203 1.613 3.481 0.0001
H -2.833 3.461 -0.237 0.0061
H -0.395 -0.646 4.856 0.0076
H -5.219 2.586 0.500 0.0004
H 3.400 -5.989 0.678 0.0001
H 4.218 -0.312 2.320 0.0008
```


Record 2
Here is a 11-piece molecular cluster, C29H55Cl9F6N6O10 overall in a non-equilibrium geometry from the OMol25 dataset. Energies are from ωB97M-V/def2-TZVPD.

Properties
SMILES = CCOC(=O)C(F)(F)F.CCOC(=O)C(F)(F)F.ClC(Cl)Cl.ClC(Cl)Cl.ClC(Cl)Cl.CN(C)C=O.CN(C)C=O.CN(C)C=O.CN(C)C=O.CN(C)C=O.CN(C)C=O
frontier orbital gap = 9.0397 eV
calculated total energy = -6959.7349 a.u.

```
115
Properties=species:S:1:pos:R:3:mulliken_charge:R:1
Cl 4.730 5.040 -4.726 -0.1236
Cl -2.932 -8.134 1.125 -0.1201
Cl 7.956 -1.257 -4.865 -0.1268
Cl 8.673 -3.602 -3.406 -0.1201
Cl -4.897 -6.112 1.062 -0.1357
Cl 6.391 7.461 -4.180 -0.1113
Cl 6.991 5.061 -2.730 -0.1200
Cl -2.654 -5.726 2.803 -0.1037
Cl 8.776 -0.950 -2.057 -0.1104
F 4.675 3.321 6.711 -0.2527
F 4.738 4.642 4.834 -0.2060
F 0.207 -0.748 -8.490 -0.2260
F -1.177 0.338 -7.192 -0.2290
F -1.261 0.651 -9.320 -0.2389
F 4.673 5.391 6.950 -0.2309
O 2.020 -6.156 -3.488 -0.6377
O -2.284 -2.274 -7.454 -0.1977
O 3.907 -4.696 3.074 -0.6341
O -8.774 2.325 -2.114 -0.5925
O -0.480 -0.378 0.101 -0.6070
O -2.597 0.010 7.168 -0.6126
O 2.259 5.072 6.994 -0.2164
O 2.180 3.858 5.138 -0.6073
O 1.465 7.397 0.757 -0.5616
O -2.707 -1.653 -9.633 -0.5077
N -4.764 0.787 7.240 0.0786
N 1.455 0.739 -0.468 0.1589
N 3.508 -6.662 4.072 0.0517
N 3.234 -5.461 -5.224 0.0970
N -7.017 0.923 -2.296 0.0854
N -0.694 7.410 0.045 0.1298
C -0.960 6.054 0.495 -0.9625
C 3.425 -7.476 5.314 -0.7888
C -5.986 1.067 6.430 -0.8418
C -6.103 1.655 -1.479 -0.9177
C 2.279 -5.317 -4.342 0.2212
C -4.888 0.734 8.722 -0.8761
C 3.484 -4.446 -6.273 -0.9603
C 0.982 1.273 -1.727 -1.0251
C -3.259 -3.929 -6.084 -1.0875
C -6.436 -0.305 -2.917 -0.9225
C 0.798 6.662 7.972 -1.0796
C 3.932 -6.763 -5.325 -0.8796
C 0.649 -0.007 0.400 0.1904
C 4.329 4.492 6.088 0.8587
C -3.139 -6.387 1.245 0.0551
C -1.777 8.227 -0.462 -0.8644
C -3.618 0.440 6.612 0.1741
C 3.846 -5.391 4.095 0.2911
C 0.905 5.537 6.948 -0.2098
C -3.318 -3.183 -7.430 -0.2548
C -8.300 1.286 -2.539 0.2169
C -2.083 -1.453 -8.582 0.3218
C 5.614 5.998 -3.464 0.0650
C 0.564 7.991 0.209 0.1320
C 2.847 0.939 -0.154 -0.8879
C 3.511 -7.432 2.837 -0.9569
C 7.970 -1.969 -3.244 0.0942
C 2.803 4.493 6.023 0.4004
C -1.045 -0.302 -8.367 0.8305
H 3.905 -7.435 -4.467 0.2894
H -4.260 -4.243 -5.789 0.3257
H -6.630 2.441 -0.939 0.3106
H 2.540 -7.911 2.704 0.3273
H -2.596 -5.918 0.424 0.3038
H 0.731 5.916 5.941 0.3098
H -4.239 -2.666 -7.701 0.3539
H -1.433 5.528 -0.335 0.3501
H 1.734 7.220 7.994 0.3132
H -2.337 7.773 -1.280 0.2890
H -5.358 2.075 -2.155 0.3240
H 1.924 -4.275 -4.346 0.2728
H 0.707 6.220 8.964 0.2935
H 4.331 -8.147 2.774 0.3070
H -2.451 8.427 0.372 0.3302
H -5.758 1.296 5.389 0.2931
H 3.198 0.519 0.789 0.2871
H 2.469 -7.994 5.232 0.2873
H 3.296 -3.452 -5.867 0.3645
H -0.072 7.301 7.818 0.3497
H 0.190 4.751 7.190 0.2770
H 3.941 -5.084 5.148 0.2246
H 3.553 -6.710 2.022 0.3207
H -2.686 -4.855 -6.128 0.3070
H 4.865 6.147 -2.686 0.2900
H -0.103 1.292 -1.834 0.3089
H 4.567 -4.441 -6.398 0.3222
H 3.409 0.585 -1.018 0.3062
H -1.397 9.178 -0.835 0.2733
H -6.606 0.170 6.443 0.2991
H -5.622 0.002 9.057 0.3166
H 4.142 -8.296 5.329 0.2996
H -1.531 6.013 1.423 0.2993
H -2.859 -3.284 -5.302 0.3096
H 6.925 -1.987 -2.935 0.2622
H -3.677 0.671 5.537 0.2805
H 1.376 0.798 -2.625 0.3441
H -0.032 5.492 0.602 0.3101
H -3.919 0.572 9.195 0.2921
H -5.531 0.957 -0.868 0.3104
H 3.083 -4.651 -7.265 0.2918
H -5.471 0.012 -3.313 0.3192
H 1.142 2.344 -1.851 0.3339
H 4.967 -6.516 -5.562 0.2955
H -6.952 -0.717 -3.785 0.3059
H -6.426 1.915 6.955 0.2827
H -3.185 -3.899 -8.240 0.2931
H -8.772 0.629 -3.287 0.2668
H -5.302 1.646 9.152 0.3134
H 3.515 -7.376 -6.124 0.3237
H 2.994 2.018 -0.199 0.3067
H -6.199 -1.127 -2.242 0.2939
H 0.566 9.057 -0.066 0.2741
H 1.129 -0.246 1.362 0.2854
H 3.581 -6.843 6.188 0.2707
```


Record 3
Here is C2H7N2S3 as an isolated structure in a non-equilibrium geometry from the OMol25 dataset. Energies are from ωB97M-V/def2-TZVPD.

Properties
frontier orbital gap = 8.7778 eV
total charge = +1
ΔE to the lowest compared entry with this formula, charge and spin = 62.6 kJ/mol
calculated total energy = -1384.1632 a.u.

```
14
Properties=species:S:1:pos:R:3:mulliken_charge:R:1
S 2.269 0.214 -1.091 0.0141
S -2.846 0.530 -0.603 -0.0949
S -0.330 1.391 0.355 -0.0382
N 1.041 0.738 1.237 -0.1523
N -0.755 -1.248 -0.740 -0.4335
C -1.328 -0.250 0.131 -0.3075
C 2.024 0.283 0.530 0.1140
H -1.431 -1.705 -1.256 0.2991
H 1.016 0.621 2.204 0.2489
H -1.937 1.162 -1.408 0.1810
H 2.930 -0.116 1.085 0.3186
H -1.527 -0.442 1.144 0.3871
H -0.270 -2.098 -0.220 0.2484
H 1.143 0.920 -1.368 0.2153
```


Record 4
Here is a 2-piece molecular cluster, C4H11NO overall in a non-equilibrium geometry from the OMol25 dataset. Energies are from ωB97M-V/def2-TZVPD.

Properties
SMILES = C1CCNC1.O
frontier orbital gap = 9.7656 eV
ΔE to the lowest compared entry with this formula, charge and spin = 259.0 kJ/mol
calculated total energy = -288.9184 a.u.

```
17
Properties=species:S:1:pos:R:3:mulliken_charge:R:1
O 1.887 -2.886 4.754 -0.6576
N -0.995 1.907 -0.339 -0.4823
C 0.639 0.088 -1.292 -0.4654
C -0.932 -0.228 -1.552 -0.5545
C 0.461 1.462 -0.495 -0.5877
C -1.778 0.706 -0.813 -0.3793
H -1.142 2.757 -0.988 0.2749
H -1.208 -1.256 -1.351 0.3570
H -2.373 0.336 0.246 0.2197
H -2.518 1.115 -1.498 0.2322
H 1.194 2.195 -0.840 0.3302
H 2.745 -3.059 5.247 0.3296
H 0.792 1.336 0.572 0.2284
H 1.204 -0.039 -2.206 0.3647
H -0.973 -0.404 -2.656 0.2661
H 1.999 -3.291 3.840 0.3279
H 0.999 -0.739 -0.632 0.1960
```